(1)
The following is a DFT calculation (the ωB97M-V functional and the def2-TZVPD basis) of a structure of composition C37H45N9STi at a distorted geometry.

```
93
Properties=species:S:1:pos:R:3
Ti -0.05 0.75 -0.64
C -1.84 2.25 -2.65
N -0.99 1.04 -2.72
C -1.76 -0.05 -3.32
C -1.17 -1.42 -3.07
C -1.82 -2.53 -3.58
C -1.27 -3.79 -3.37
C -0.08 -3.88 -2.67
C 0.50 -2.72 -2.20
N -0.03 -1.50 -2.37
C 0.19 1.28 -3.60
C 1.34 1.98 -2.92
C 2.20 2.81 -3.62
C 3.30 3.34 -2.96
C 3.49 3.04 -1.63
C 2.58 2.22 -1.00
N 1.52 1.69 -1.63
C -1.38 3.25 -1.62
C -1.75 4.58 -1.73
C -1.34 5.48 -0.76
C -0.55 5.01 0.28
C -0.24 3.67 0.32
N -0.66 2.78 -0.59
H -2.85 1.94 -2.40
H -1.90 2.73 -3.63
H -1.85 0.11 -4.41
H -2.77 -0.04 -2.92
H -2.74 -2.41 -4.14
H -1.77 -4.67 -3.75
H 0.40 -4.84 -2.49
H 1.43 -2.77 -1.65
H -0.12 1.82 -4.50
H 0.55 0.30 -3.91
H 2.02 3.03 -4.66
H 3.99 3.99 -3.49
H 4.33 3.44 -1.07
H 2.69 1.97 0.05
H -2.35 4.91 -2.57
H -1.63 6.52 -0.82
H -0.18 5.67 1.05
H 0.37 3.27 1.12
N -2.86 -0.29 -0.33
C -2.40 -1.49 0.14
N -1.14 -1.72 0.36
C -0.96 -3.05 0.75
C 0.25 -3.66 1.05
C 0.26 -5.00 1.42
C -0.92 -5.73 1.51
C -2.14 -5.14 1.21
C -2.14 -3.80 0.84
S -3.50 -2.81 0.40
H -2.21 0.49 -0.17
H -3.83 -0.06 -0.19
H 1.19 -3.12 0.98
H 1.20 -5.48 1.66
H -0.89 -6.77 1.80
H -3.06 -5.70 1.27
N 1.61 -0.57 0.12
C 3.01 -0.74 -0.17
C 3.45 -0.82 -1.48
C 4.81 -0.94 -1.73
C 5.72 -0.97 -0.69
C 5.27 -0.88 0.62
C 3.91 -0.77 0.88
H 1.05 -1.10 -0.56
H 1.37 -0.97 1.02
H 2.74 -0.79 -2.30
H 5.16 -1.02 -2.76
H 6.78 -1.07 -0.89
H 5.97 -0.91 1.44
H 3.56 -0.70 1.91
C 0.15 -1.24 3.88
C 0.11 0.25 4.23
N -1.11 0.92 3.80
C -2.08 1.22 4.86
C -2.63 -0.03 5.52
C -1.28 1.24 2.50
C -2.53 1.99 2.11
N -0.41 0.95 1.57
H 1.16 -1.63 3.98
H -0.19 -1.41 2.85
H -0.50 -1.82 4.53
H 0.98 0.77 3.81
H 0.18 0.38 5.31
H -2.90 1.80 4.44
H -1.59 1.86 5.59
H -3.06 -0.71 4.78
H -3.41 0.24 6.23
H -1.86 -0.57 6.07
H -2.61 2.91 2.69
H -3.43 1.40 2.29
H -2.47 2.27 1.07
H 0.41 0.52 1.99
```

Computed properties:
- Gap between HOMO and LUMO (spin up / spin down): 0.2592 / 0.2996 hartree
- Charge: +2
- Highest occupied orbital energy (spin up / spin down): -11.615 / -13.168 eV
- Expectation value of S²: 2.01
- Spin multiplicity: 3
- Relative energy (zero: lowest compared OMol25 entry of this formula, charge and spin): 32.5 kcal/mol

=====

(2)
The following is a DFT calculation (the ωB97M-V functional and the def2-TZVPD basis) of a structure of composition C37H46As2N7O3PRbSTe at a distorted geometry.

```
99
Properties=species:S:1:pos:R:3
Rb 1.33 1.16 0.98
S -0.86 3.39 2.36
C -2.46 2.81 2.26
N -3.42 3.26 3.01
N -4.73 2.88 2.65
C -5.43 3.56 1.68
C -6.83 3.43 1.63
C -7.55 4.06 0.64
C -6.92 4.85 -0.32
C -5.54 5.01 -0.24
C -4.80 4.37 0.74
N -2.64 1.68 1.41
N -3.52 1.75 0.55
C -3.73 0.50 -0.13
C -2.89 -0.60 0.00
C -3.19 -1.77 -0.69
C -4.31 -1.83 -1.51
C -5.14 -0.72 -1.64
C -4.85 0.45 -0.95
H -5.28 2.60 3.45
H -7.33 2.81 2.36
H -8.63 3.93 0.61
H -7.49 5.35 -1.09
H -5.03 5.63 -0.97
H -3.73 4.51 0.79
H -2.02 -0.53 0.63
H -2.54 -2.63 -0.59
H -4.53 -2.73 -2.06
H -6.01 -0.76 -2.28
H -5.48 1.33 -1.02
C 0.91 -2.01 3.55
As -0.27 -1.44 2.10
C -1.96 -1.68 3.08
C -0.24 -3.13 1.07
C -0.58 -4.32 1.72
C -0.59 -5.54 1.05
C -0.28 -5.57 -0.30
C 0.06 -4.40 -0.95
C 0.11 -3.17 -0.29
As 0.75 -1.54 -1.22
C -0.83 -1.17 -2.33
C 1.73 -2.40 -2.68
H 0.55 -2.93 4.01
H 0.95 -1.21 4.28
H 1.92 -2.15 3.15
H -2.30 -2.71 3.06
H -2.73 -1.03 2.66
H -1.78 -1.38 4.11
H -0.83 -4.30 2.77
H -0.84 -6.45 1.59
H -0.30 -6.51 -0.84
H 0.31 -4.45 -2.00
H -1.29 -2.10 -2.65
H -0.49 -0.60 -3.19
H -1.56 -0.57 -1.79
H 1.11 -3.11 -3.22
H 2.63 -2.90 -2.33
H 2.02 -1.61 -3.37
N 1.93 2.65 -3.68
C 2.92 1.73 -3.36
C 4.04 1.70 -4.21
C 5.02 0.77 -3.98
C 4.90 -0.09 -2.90
C 3.77 0.04 -2.11
N 2.78 0.90 -2.34
C 0.77 3.07 -3.03
C 0.00 4.02 -3.72
C -1.16 4.49 -3.14
C -1.53 4.01 -1.89
C -0.70 3.07 -1.30
N 0.43 2.60 -1.84
H 2.11 3.16 -4.52
H 4.11 2.40 -5.04
H 5.89 0.73 -4.62
H 5.66 -0.81 -2.64
H 3.63 -0.61 -1.25
H 0.31 4.38 -4.69
H -1.76 5.23 -3.65
H -2.42 4.34 -1.38
H -0.96 2.68 -0.32
C 3.82 -3.79 0.51
C 4.60 -2.55 0.87
O 3.67 -1.56 1.31
P 4.21 -0.24 2.11
O 2.97 0.34 2.69
Te 5.58 1.12 0.76
O 5.05 -0.92 3.31
C 6.47 -1.00 3.41
C 6.99 0.03 4.38
H 4.49 -4.58 0.17
H 3.09 -3.59 -0.27
H 3.27 -4.16 1.38
H 5.16 -2.16 0.01
H 5.32 -2.76 1.66
H 6.92 -0.86 2.42
H 6.69 -2.02 3.75
H 6.69 1.03 4.04
H 8.08 -0.01 4.42
H 6.59 -0.14 5.38
```

Computed properties:
- Gap between HOMO and LUMO: 0.2356 hartree
- Charge: -1
- Highest occupied orbital energy: -4.449 eV